Entry from the Open Molecules 2025 dataset: C3F9NaO9S3 as an isolated structure in a non-equilibrium geometry (the ωB97M-V functional and the def2-TZVPD basis).

Atoms and positions in Å:
Na1 36.312 -13.112 -5.638
C1 38.392 -17.242 -4.296
F1 37.415 -18.113 -4.566
F2 39.257 -17.823 -3.462
F3 38.978 -16.910 -5.456
S1 37.679 -15.735 -3.342
O1 36.854 -15.063 -4.364
O2 36.906 -16.276 -2.224
O3 38.841 -14.990 -2.894
C2 40.839 -12.569 -5.769
F4 40.542 -12.707 -7.079
F5 40.864 -13.771 -5.191
F6 42.032 -12.009 -5.625
S2 39.508 -11.498 -4.886
O4 39.770 -11.702 -3.469
O5 39.789 -10.156 -5.359
O6 38.242 -12.053 -5.341
C3 34.604 -10.885 -1.402
F7 35.543 -9.989 -1.103
F8 33.911 -11.274 -0.324
F9 33.766 -10.322 -2.272
S3 35.482 -12.435 -2.136
O7 36.853 -12.354 -1.654
O8 34.843 -13.578 -1.519
O9 35.343 -12.314 -3.598

Forces on the atoms, in the same order (eV/Å):
0.518 -0.146 1.419
-1.138 1.849 1.362
-0.038 -0.517 -0.298
0.514 -0.521 -0.523
0.243 -0.307 0.263
-0.380 1.327 1.356
0.422 -0.621 -0.207
0.514 -0.537 -1.480
-0.240 -0.827 -1.014
-2.192 0.603 1.425
0.506 -0.127 0.015
0.249 -0.108 -0.524
0.607 0.046 -0.418
0.707 0.013 1.754
0.138 0.008 -1.428
-0.004 -0.121 -0.544
-0.025 -0.158 -0.771
1.222 -2.024 -1.185
-0.439 0.382 0.610
0.056 0.797 0.212
-0.545 0.367 -0.020
2.280 -1.576 0.535
-0.906 1.200 -0.496
-1.441 0.571 -0.494
-0.627 0.425 0.451

Calculated values
- Net charge: -2
- LUMO level: 3.5 eV
- Frontier orbital gap: 6.60 eV

***

Entry from the Open Molecules 2025 dataset: a 11-piece molecular cluster, C2H25O11 overall in a non-equilibrium geometry (the ωB97M-V functional and the def2-TZVPD basis).

Atoms and positions in Å:
C1 -12.516 -9.580 -19.865
C2 -12.483 -9.141 -21.222
O1 -11.551 -8.208 -21.690
H1 -11.836 -10.422 -19.740
H2 -13.415 -10.116 -19.562
H3 -12.336 -8.732 -19.204
H4 -13.467 -8.688 -21.343
H5 -12.597 -9.996 -21.889
O2 -12.455 -12.691 -23.190
H6 -11.679 -13.244 -23.281
H7 -12.339 -12.252 -22.347
O3 -9.296 -8.872 -23.729
H8 -9.850 -9.164 -23.005
H9 -9.479 -7.936 -23.809
O4 -14.397 -6.376 -21.294
H10 -13.832 -7.089 -20.995
H11 -14.132 -6.224 -22.201
O5 -9.815 -13.358 -20.411
H12 -9.177 -13.108 -21.080
H13 -9.901 -12.580 -19.860
O6 -11.380 -5.804 -19.959
H14 -11.359 -6.562 -20.542
H15 -11.266 -6.172 -19.082
O7 -14.096 -8.378 -24.644
H16 -13.657 -8.670 -25.442
H17 -13.384 -8.184 -24.035
O8 -11.659 -5.770 -23.110
H18 -11.283 -5.184 -22.453
H19 -11.721 -6.617 -22.669
O9 -9.242 -8.524 -19.901
H20 -9.835 -8.459 -20.650
H21 -9.386 -9.405 -19.557
O10 -15.314 -11.395 -16.752
H22 -16.196 -11.360 -17.122
H23 -14.752 -11.030 -17.436
O11 -15.116 -12.439 -22.088
H24 -15.437 -11.560 -21.886
H25 -14.300 -12.293 -22.565

Forces on the atoms, in the same order (eV/Å):
1.008 -1.565 2.823
-1.377 2.097 -3.618
0.559 -0.730 0.846
1.027 0.301 0.613
-0.715 0.513 -0.304
0.207 -0.301 0.377
-0.741 0.149 -0.373
0.371 -0.634 -0.426
-0.164 0.057 -0.229
0.125 -0.168 -0.016
0.260 0.203 0.337
0.587 -0.357 -0.524
-0.560 0.276 0.414
-0.231 0.230 0.145
-0.668 0.219 0.195
0.338 0.001 0.041
0.263 0.119 -0.250
-0.154 -0.258 -0.043
0.203 0.092 -0.178
-0.066 0.220 0.166
-0.030 0.919 0.398
-0.062 -1.055 -0.574
0.153 -0.097 0.108
-0.412 -0.032 -0.079
0.139 -0.060 -0.141
0.367 0.077 0.338
-0.038 0.774 -0.852
-0.004 0.135 0.267
0.054 -1.189 0.621
0.863 -0.034 0.737
-1.034 0.250 -0.806
-0.081 -0.114 0.071
0.027 -0.100 0.275
-0.210 0.000 -0.094
0.201 0.110 -0.190
-0.300 -0.109 0.314
-0.123 0.246 0.009
0.217 -0.182 -0.399

Calculated values
- Net charge: -1
- LUMO level: 2.4 eV
- Frontier orbital gap: 7.72 eV

***

Entry from the Open Molecules 2025 dataset: one molecule with the formula C4H6F2S in a non-equilibrium geometry (the ωB97M-V functional and the def2-TZVPD basis).

Atoms and positions in Å:
C1 -1.676 0.856 0.269
C2 -0.306 0.693 -0.091
C3 0.414 -0.427 -0.146
C4 1.955 -0.219 -0.256
H1 -1.733 -1.461 0.439
H2 -1.486 1.180 1.453
H3 -2.092 1.618 -0.274
H4 -0.071 1.682 0.204
H5 -0.114 -1.486 -0.257
H6 2.115 -0.407 -1.369
F1 2.248 1.166 -0.086
F2 3.006 -1.054 0.347
S1 -2.889 -0.472 -0.075

Forces on the atoms, in the same order (eV/Å):
-1.974 -1.771 3.190
0.712 -1.492 1.040
0.531 -0.853 0.680
1.071 -0.088 -3.134
-3.200 1.701 -1.088
-1.421 -0.794 -2.781
-0.930 2.515 -0.856
2.577 0.842 -0.664
1.727 2.415 0.118
0.397 0.260 1.432
-0.019 -2.535 0.532
-3.041 2.031 -0.353
3.569 -2.231 1.884

Calculated values
- LUMO level: 0.3 eV
- Structure (SMILES): FC(F)/C=C/CS
- Frontier orbital gap: 9.78 eV

***

Entry from the Open Molecules 2025 dataset: C22H16EuN11S4Se as an isolated structure in a non-equilibrium geometry (the ωB97M-V functional and the def2-TZVPD basis).

Atoms and positions in Å:
Eu1 -0.408 -0.940 -0.602
S1 -0.349 -2.761 1.603
C1 -1.114 -1.941 2.926
C2 -0.592 -2.104 4.219
C3 -1.197 -1.540 5.318
C4 -2.364 -0.797 5.180
C5 -2.898 -0.621 3.920
C6 -2.281 -1.170 2.807
S2 -3.037 -0.875 1.216
C7 -2.721 0.945 1.117
C8 -2.819 1.382 -0.315
C9 -3.619 2.446 -0.647
C10 -3.605 2.892 -1.990
C11 -2.872 2.220 -2.903
C12 -2.124 1.038 -2.539
C13 -1.487 0.269 -3.453
S3 1.130 1.230 -1.967
C14 2.582 1.355 -0.953
C15 3.723 0.610 -0.763
C16 4.681 1.121 0.108
C17 4.492 2.325 0.767
C18 3.330 3.064 0.596
C19 2.385 2.566 -0.278
S4 0.838 3.144 -0.822
N1 -2.083 0.674 -1.186
H1 0.310 -2.690 4.317
H2 -0.762 -1.673 6.299
H3 -2.845 -0.357 6.042
H4 -3.814 -0.059 3.789
H5 -1.715 1.117 1.518
H6 -3.451 1.454 1.746
H7 -4.207 2.953 0.102
H8 -4.191 3.761 -2.267
H9 -2.835 2.535 -3.936
H10 -1.452 0.547 -4.491
H11 -0.993 -0.666 -3.177
H12 3.888 -0.331 -1.265
H13 5.594 0.566 0.267
H14 5.261 2.694 1.433
H15 3.163 3.985 1.133
N2 1.845 -2.305 -1.337
C20 0.841 -3.269 -1.657
N3 0.996 -4.569 -1.823
N4 -0.216 -4.998 -2.165
N5 -1.051 -4.027 -2.210
N6 -0.430 -2.881 -1.894
C21 2.233 -1.675 -2.549
N7 3.010 -2.193 -3.481
N8 3.066 -1.268 -4.438
N9 2.377 -0.242 -4.118
N10 1.824 -0.444 -2.927
H16 2.652 -2.815 -0.968
Se1 1.491 1.448 3.556
C22 1.062 0.689 2.074
N11 0.755 0.179 1.067

Forces on the atoms, in the same order (eV/Å):
-0.532 0.518 0.993
0.081 -0.250 -0.657
-0.129 0.027 0.044
-0.031 0.002 -0.149
-0.090 0.041 0.165
-0.004 0.071 0.108
-0.058 -0.017 0.150
-0.101 -0.075 -0.291
0.711 0.314 -0.051
-0.098 -0.313 0.166
-0.485 0.305 0.339
0.125 -0.204 0.389
0.122 -0.163 -0.293
-0.102 0.349 -0.013
0.016 -0.438 0.003
0.063 -0.285 0.177
-0.334 0.492 0.000
0.083 0.401 -0.054
0.017 -0.085 -0.096
0.116 -0.091 -0.025
0.059 0.113 0.096
0.092 -0.118 -0.085
-0.162 -0.135 -0.262
-0.244 0.231 0.332
0.012 0.250 -0.223
0.086 0.002 0.056
0.067 -0.028 0.073
-0.009 0.027 0.054
-0.059 0.056 -0.005
-0.115 0.008 -0.056
0.101 0.079 -0.107
0.021 -0.001 0.132
0.033 0.030 -0.103
0.003 0.024 -0.127
0.073 0.034 -0.177
-0.183 0.151 -0.257
0.044 -0.007 -0.066
0.074 -0.072 0.033
0.027 -0.022 0.088
-0.028 0.107 0.053
-0.188 -0.447 -0.447
-0.402 -0.619 -0.213
0.759 0.610 0.339
-0.218 -0.458 -0.044
-1.005 0.235 -0.225
1.053 -0.712 -0.063
0.520 0.914 -0.937
-0.153 -0.574 0.664
0.586 -0.367 -0.552
-0.437 0.954 -0.156
0.549 -1.477 0.620
-0.339 0.321 0.182
0.458 0.839 1.638
-0.450 -0.770 -1.506
0.004 0.227 0.348

Calculated values
- Net charge: -2
- ⟨S²⟩: 12.02
- LUMO level (spin up / spin down): 3.8 / 4.2 eV
- Multiplicity: 7
- Frontier orbital gap (spin up / spin down): 5.58 / 6.05 eV

***

Entry from the Open Molecules 2025 dataset: C21H13Cl3GeN3O8Ti as an isolated structure in a non-equilibrium geometry (the ωB97M-V functional and the def2-TZVPD basis).

Atoms and positions in Å:
Ti1 -0.951 0.356 0.551
O1 -4.989 0.169 1.446
C1 -3.693 -0.032 1.301
O2 -2.913 0.888 0.965
C2 -3.141 -1.331 1.561
C3 -3.757 -2.468 2.081
C4 -2.992 -3.580 2.350
C5 -1.609 -3.552 2.093
C6 -1.060 -2.409 1.579
N1 -1.811 -1.315 1.326
C7 0.351 -2.088 1.290
O3 1.338 -2.939 1.327
O4 0.594 -0.909 1.004
H1 -5.175 1.105 1.279
H2 -4.819 -2.458 2.286
H3 -3.443 -4.464 2.776
H4 -1.001 -4.417 2.324
H5 1.076 -3.786 1.714
O5 0.101 4.170 1.462
C8 -0.263 3.167 0.917
O6 -0.079 1.922 1.312
C9 -1.016 3.187 -0.398
C10 -1.324 4.266 -1.208
C11 -1.934 4.004 -2.430
C12 -2.209 2.696 -2.824
C13 -1.874 1.682 -1.947
N2 -1.311 1.965 -0.789
C14 -1.995 0.191 -2.159
O7 -2.473 -0.287 -3.154
O8 -1.511 -0.483 -1.129
H6 -1.078 5.266 -0.881
H7 -2.181 4.824 -3.092
H8 -2.659 2.456 -3.777
Cl1 1.314 -1.802 4.429
Ge1 1.117 0.480 3.707
Cl2 1.713 1.675 5.527
Cl3 -1.310 0.456 3.768
N3 1.119 0.745 -1.086
C15 2.141 0.333 -1.404
C16 3.430 -0.164 -1.795
C17 4.134 -0.962 -0.894
C18 5.392 -1.422 -1.245
C19 5.935 -1.086 -2.478
C20 5.225 -0.293 -3.371
C21 3.966 0.174 -3.034
H9 3.696 -1.208 0.064
H10 5.951 -2.035 -0.552
H11 6.921 -1.442 -2.745
H12 5.656 -0.034 -4.328
H13 3.401 0.792 -3.718

Forces on the atoms, in the same order (eV/Å):
0.623 1.166 -0.777
0.065 -0.106 -0.003
0.044 0.295 0.060
-0.171 -0.340 0.100
0.392 -0.410 0.134
-0.160 0.169 -0.028
0.256 -0.022 -0.032
-0.174 -0.139 0.091
-0.064 0.246 0.086
-0.170 -0.310 0.021
-0.104 0.194 0.513
-0.054 -0.147 -0.177
0.229 -0.441 -0.159
-0.016 0.068 0.021
0.001 0.026 -0.010
-0.001 -0.009 -0.008
0.014 0.013 -0.002
0.005 0.031 0.071
0.089 -0.004 0.036
-0.090 -0.072 -0.071
-0.369 0.069 0.092
0.048 0.089 -0.187
0.041 -0.013 0.088
-0.025 -0.014 -0.041
0.015 0.019 0.028
0.030 0.098 -0.175
-0.324 -0.243 0.188
0.134 -0.163 0.187
-0.012 0.010 -0.085
-0.364 0.209 -0.162
0.005 0.005 -0.023
-0.007 0.004 0.007
0.002 0.006 -0.003
-0.157 0.206 -0.068
0.188 -0.101 0.025
-0.263 -0.261 0.040
0.270 -0.021 0.143
0.039 -0.234 0.123
0.036 0.146 -0.177
-0.045 0.005 0.155
0.041 -0.015 -0.017
-0.016 0.008 0.002
0.013 -0.009 0.002
-0.011 0.011 -0.001
0.020 -0.041 -0.015
0.000 0.022 0.006
0.000 -0.005 -0.004
-0.002 -0.003 -0.001
0.000 -0.007 -0.002
0.002 0.014 0.009

Calculated values
- ⟨S²⟩: 0.76
- LUMO level (spin up / spin down): -1.7 / -1.6 eV
- Multiplicity: 2
- Frontier orbital gap (spin up / spin down): 5.60 / 5.76 eV

***

Entry from the Open Molecules 2025 dataset: a 7-piece molecular cluster, C39H36F6O overall in a non-equilibrium geometry (the ωB97M-V functional and the def2-TZVPD basis).

Atoms and positions in Å:
F1 23.748 5.977 10.968
C1 23.558 6.407 12.271
C2 24.665 6.571 13.068
C3 24.559 6.854 14.435
C4 23.257 6.970 15.029
C5 22.183 6.845 14.196
C6 22.301 6.476 12.855
H1 25.658 6.266 12.771
H2 25.418 6.913 15.088
H3 23.047 7.265 16.046
H4 21.252 6.928 14.738
H5 21.425 6.259 12.260
F2 18.629 2.315 20.787
C7 19.480 3.242 21.240
C8 20.429 3.733 20.398
C9 21.330 4.703 20.853
C10 21.231 5.087 22.213
C11 20.197 4.652 23.016
C12 19.331 3.689 22.542
H6 20.484 3.337 19.395
H7 22.097 5.110 20.210
H8 21.958 5.687 22.740
H9 20.125 4.915 24.061
H10 18.472 3.380 23.121
F3 20.107 10.312 11.972
C13 21.407 10.205 12.396
C14 22.519 10.449 11.588
C15 23.784 10.169 12.058
C16 23.983 9.695 13.349
C17 22.853 9.373 14.130
C18 21.575 9.574 13.633
H11 22.335 10.894 10.621
H12 24.609 10.382 11.395
H13 24.982 9.394 13.626
H14 22.826 8.903 15.102
H15 20.715 9.416 14.267
F4 21.521 8.246 15.420
C19 21.186 7.745 16.576
C20 20.770 8.642 17.560
C21 20.423 8.185 18.802
C22 20.696 6.829 19.115
C23 21.065 5.861 18.098
C24 21.330 6.403 16.774
H16 20.604 9.703 17.441
H17 20.120 8.895 19.558
H18 20.611 6.463 20.128
H19 21.420 4.866 18.326
H20 21.729 5.718 16.041
F5 17.987 9.003 22.317
C25 19.098 9.437 21.739
C26 20.385 9.173 22.273
C27 21.493 9.664 21.684
C28 21.338 10.389 20.504
C29 20.093 10.761 19.981
C30 18.977 10.151 20.556
H21 20.371 8.588 23.180
H22 22.452 9.396 22.101
H23 22.243 10.761 20.048
H24 20.053 11.374 19.093
H25 17.987 10.373 20.186
F6 16.470 5.660 19.881
C31 17.309 6.207 20.820
C32 18.660 6.437 20.493
C33 19.544 6.920 21.507
C34 19.073 7.147 22.835
C35 17.767 6.935 23.124
C36 16.903 6.459 22.154
H26 19.040 6.104 19.538
H27 20.609 7.014 21.358
H28 19.695 7.635 23.571
H29 17.332 7.182 24.081
H30 15.887 6.255 22.458
C37 17.789 7.584 17.600
C38 18.029 9.090 17.311
O1 18.807 9.574 16.463
C39 17.263 9.998 18.182
H31 16.907 7.554 18.238
H32 18.682 7.034 17.898
H33 17.592 7.154 16.617
H34 17.555 9.879 19.225
H35 16.176 9.922 18.153
H36 17.492 11.031 17.921

Forces on the atoms, in the same order (eV/Å):
-0.461 0.620 1.293
-0.031 -0.719 -0.041
1.190 -0.433 1.207
-2.391 -0.397 0.790
4.143 -0.871 -1.847
-0.069 -3.993 -2.449
0.022 0.253 -0.374
0.039 0.347 -0.723
0.269 0.030 -0.240
1.668 -0.592 -0.266
-0.123 -2.239 -3.009
-0.097 0.094 -0.049
-0.214 -0.288 -0.171
-0.515 0.165 0.811
1.032 0.495 -0.610
0.025 -1.068 2.150
0.946 -0.768 -0.511
0.319 -1.646 0.069
-0.613 0.289 -0.269
-0.064 0.006 -0.076
0.134 -0.285 0.229
0.318 0.445 -0.553
0.057 0.331 -0.052
0.065 -0.292 0.080
0.990 0.521 -0.208
0.380 -1.682 0.659
-1.793 0.475 -0.160
0.112 0.399 0.311
-0.874 -0.688 -0.191
1.364 1.848 -1.145
-0.265 2.436 -1.230
0.202 -0.087 -0.211
0.213 -0.094 0.070
0.000 0.254 0.370
2.335 1.999 -1.114
-0.142 0.257 -0.749
-4.314 3.646 4.739
-1.342 0.363 2.700
0.131 -0.099 0.495
1.792 -2.298 0.372
1.645 -1.384 -2.704
0.537 4.063 -0.391
-0.994 -2.334 3.130
0.680 -0.112 -0.749
0.058 -1.355 -0.616
0.963 0.235 -2.000
-0.409 0.018 -0.109
-0.379 0.104 0.292
-0.637 2.500 -0.353
1.747 1.505 -1.254
-2.049 1.131 1.118
0.165 0.125 -1.028
0.539 1.622 -0.104
0.986 -0.608 1.128
-0.189 1.644 1.806
1.473 1.651 -0.617
0.200 0.255 -0.164
0.002 0.114 -0.254
-0.222 0.010 -0.027
0.852 0.540 1.619
0.669 0.625 1.019
0.912 0.262 1.577
-0.967 -0.342 1.910
-2.701 -0.750 1.637
0.206 -2.124 -1.086
-0.809 -1.440 0.053
-0.975 -0.822 -1.478
-0.847 0.013 0.445
-0.704 0.597 0.432
-0.815 -1.824 0.382
0.169 -0.069 0.196
-0.223 0.008 -0.238
0.004 1.375 -1.654
1.234 -0.022 -1.530
-2.386 -1.401 1.304
-0.769 1.317 0.026
0.365 -0.659 0.091
-0.416 0.392 0.342
-0.492 -0.119 -0.086
-0.915 -1.039 -1.833
-0.052 -0.497 -0.241
0.101 0.061 -0.080

Calculated values
- LUMO level: 0.2 eV
- Structure (SMILES): Fc1ccccc1.Fc1ccccc1.Fc1ccccc1.Fc1ccccc1.Fc1ccccc1.Fc1ccccc1.CC(C)=O
- Frontier orbital gap: 8.52 eV

***

Calculated relative energy (zero: lowest compared OMol25 entry of this formula, charge and spin), 22.5 19.2 73.7 63.3 33.0 308.6 kcal/mol (same order as the records).